# 1
This record from the OMol25 dataset describes a 13-piece molecular cluster, C38H109N7O17 overall at a distorted geometry. The level of theory is ωB97M-V/def2-TZVPD.

Structure (ORCA input):
```
! RIJCOSX wB97M-V def2-TZVPD def2/J DEFGRID3
* xyz 0 1
C -7.397 3.591 -0.350
O -8.334 3.470 -1.402
H -6.424 3.433 -0.816
H -7.301 4.577 0.104
H -7.340 2.837 0.435
H -8.145 2.633 -1.834
C -10.438 3.438 2.293
O -11.577 4.173 1.756
H -9.652 4.121 2.615
H -10.840 2.909 3.157
H -10.114 2.789 1.479
H -11.540 4.337 0.811
C -3.997 9.981 3.112
C -3.501 11.461 3.073
C -2.226 11.742 2.266
O -1.095 11.022 2.741
C -0.377 11.776 3.680
N -4.529 12.361 2.552
H -4.061 9.694 2.062
H -4.963 9.981 3.616
H -3.343 9.270 3.617
H -3.217 11.805 4.067
H -2.042 12.815 2.212
H -2.410 11.344 1.267
H 0.564 11.230 3.745
H -0.906 11.814 4.632
H -0.179 12.765 3.264
H -5.429 12.193 2.980
H -4.688 12.252 1.561
C -8.410 10.479 6.577
C -7.436 11.458 7.215
C -6.008 11.075 7.720
O -5.228 10.440 6.766
C -4.084 9.840 7.321
N -7.487 12.611 6.397
H -9.324 10.910 6.171
H -8.581 9.669 7.287
H -8.017 9.994 5.683
H -7.795 11.715 8.211
H -6.084 10.399 8.571
H -5.525 11.968 8.117
H -4.106 9.117 8.137
H -3.498 10.670 7.714
H -3.428 9.399 6.571
H -7.302 12.347 5.440
H -6.764 13.252 6.691
C -7.777 9.837 -1.237
C -6.318 10.068 -0.776
C -5.665 11.538 -0.989
O -4.252 11.421 -0.802
C -3.693 12.685 -0.877
N -6.222 9.727 0.719
H -8.512 10.501 -0.781
H -8.055 8.867 -0.824
H -7.763 9.755 -2.324
H -5.720 9.325 -1.304
H -6.093 12.308 -0.347
H -6.048 11.884 -1.950
H -4.077 13.394 -0.144
H -3.737 13.146 -1.864
H -2.612 12.712 -0.741
H -5.230 9.622 0.876
H -6.542 8.808 0.986
C 0.870 7.864 1.728
C 0.430 7.499 3.165
C -0.971 6.932 3.080
O -1.368 6.774 4.396
C -2.609 6.021 4.593
N 1.396 6.611 3.844
H 0.276 8.638 1.243
H 0.866 6.972 1.101
H 1.937 8.084 1.769
H 0.535 8.432 3.719
H -1.084 5.969 2.582
H -1.686 7.618 2.626
H -3.364 6.258 3.845
H -2.917 6.241 5.616
H -2.481 4.943 4.494
H 0.804 6.184 4.542
H 1.678 5.864 3.225
C -11.582 6.419 5.460
C -12.161 7.644 4.716
C -13.556 7.820 5.157
O -14.451 6.732 4.873
C -14.725 6.549 3.481
N -11.264 8.747 5.098
H -11.672 6.540 6.539
H -10.555 6.243 5.140
H -12.027 5.451 5.232
H -12.090 7.464 3.644
H -14.043 8.675 4.688
H -13.526 7.898 6.244
H -14.775 7.477 2.910
H -15.687 6.057 3.340
H -13.967 5.880 3.074
H -11.796 9.602 5.017
H -10.599 8.691 4.339
C -1.904 4.891 -1.566
C -2.498 4.706 -0.168
C -3.446 5.721 0.148
O -2.713 6.918 0.473
C -3.100 8.016 -0.241
N -2.996 3.361 0.003
H -1.623 5.914 -1.815
H -2.617 4.679 -2.363
H -1.000 4.283 -1.610
H -1.674 4.945 0.503
H -3.985 5.470 1.062
H -4.232 5.763 -0.606
H -2.899 7.745 -1.278
H -2.445 8.840 0.040
H -4.176 8.183 -0.190
H -2.217 2.730 -0.120
H -3.447 3.188 0.890
C -9.008 7.198 8.586
C -8.854 5.718 8.941
C -7.425 5.024 9.150
O -6.739 5.107 7.947
C -5.643 4.215 7.736
N -9.649 5.602 10.120
H -8.550 7.479 7.638
H -8.847 8.008 9.298
H -10.059 7.337 8.335
H -9.318 5.108 8.167
H -7.604 3.973 9.376
H -6.907 5.558 9.947
H -4.942 4.364 8.557
H -5.129 4.606 6.858
H -5.776 3.139 7.619
H -9.262 6.216 10.822
H -10.568 5.952 9.893
C -6.054 2.785 3.873
C -5.058 3.468 2.847
O -3.947 2.622 2.672
O -7.358 3.249 3.732
H -5.759 2.933 4.911
H -6.011 1.697 3.807
H -4.899 4.515 3.105
H -5.566 3.551 1.887
H -4.296 1.832 2.253
H -7.927 2.524 4.003
C -7.610 7.029 2.546
C -7.574 7.265 4.114
O -6.764 6.272 4.672
O -6.386 7.200 1.933
H -8.373 7.583 2.001
H -7.844 5.967 2.479
H -8.571 7.197 4.549
H -7.269 8.261 4.436
H -7.377 5.730 5.174
H -5.713 6.706 2.407
C -8.309 12.141 2.781
C -8.185 13.606 2.495
O -9.128 13.880 1.441
O -7.173 11.658 3.475
H -8.418 11.540 1.878
H -9.084 12.019 3.538
H -7.232 13.865 2.032
H -8.418 14.336 3.270
H -8.903 14.793 1.251
H -7.077 10.786 3.085
C -11.563 9.963 1.807
C -11.699 10.732 0.466
O -12.782 10.176 -0.332
O -10.976 8.704 1.580
H -12.496 9.748 2.328
H -10.893 10.521 2.461
H -10.783 10.675 -0.122
H -11.995 11.771 0.607
H -12.594 9.279 -0.616
H -11.478 8.276 0.883
*
```



# 2
This record from the OMol25 dataset describes a 26-piece molecular cluster, C38H128O26 overall at a distorted geometry. The level of theory is ωB97M-V/def2-TZVPD.

Structure (ORCA input):
```
! RIJCOSX wB97M-V def2-TZVPD def2/J DEFGRID3
* xyz 0 1
C -1.742 -1.200 -2.884
C -0.709 -0.096 -2.960
O -0.573 0.108 -4.405
H -2.647 -0.835 -3.330
H -1.939 -1.511 -1.753
H -1.331 -2.131 -3.216
H 0.278 -0.289 -2.551
H -1.046 0.809 -2.472
H 0.143 0.787 -4.592
C 2.475 -1.400 -5.466
C 1.766 -2.547 -4.824
O 0.392 -2.658 -5.279
H 1.841 -0.508 -5.356
H 2.638 -1.591 -6.519
H 3.447 -0.964 -5.224
H 1.787 -2.471 -3.716
H 2.311 -3.438 -5.117
H 0.008 -1.791 -5.209
C -2.296 -6.184 -6.958
C -1.810 -5.608 -5.656
O -0.404 -5.367 -5.423
H -1.704 -7.001 -7.295
H -2.322 -5.325 -7.623
H -3.286 -6.637 -6.955
H -2.106 -6.327 -4.897
H -2.350 -4.643 -5.406
H -0.249 -4.402 -5.615
C 4.765 1.887 -1.106
C 3.414 2.603 -1.116
O 2.453 1.708 -1.614
H 5.079 1.436 -2.048
H 4.666 1.038 -0.398
H 5.465 2.593 -0.706
H 3.429 3.504 -1.739
H 3.140 3.005 -0.128
H 2.382 0.925 -1.056
C 3.873 8.117 -4.120
C 2.743 7.225 -4.584
O 3.071 5.879 -4.306
H 4.760 7.807 -4.666
H 4.051 7.933 -3.069
H 3.600 9.160 -4.189
H 2.653 7.381 -5.627
H 1.790 7.571 -4.106
H 2.313 5.298 -4.331
C 8.162 -3.206 0.516
C 6.713 -3.347 0.069
O 5.746 -3.359 1.170
H 8.745 -3.315 -0.371
H 8.460 -4.052 1.183
H 8.396 -2.300 1.003
H 6.499 -4.234 -0.522
H 6.528 -2.559 -0.629
H 5.361 -2.452 1.257
C -1.897 4.471 -4.066
C -0.577 4.765 -3.367
O 0.599 4.656 -4.276
H -2.663 4.071 -3.359
H -1.872 3.623 -4.788
H -2.259 5.356 -4.587
H -0.380 4.164 -2.492
H -0.623 5.817 -3.049
H 0.741 3.728 -4.345
C -2.396 -5.498 -1.245
C -0.885 -5.704 -1.671
O -0.286 -4.620 -2.377
H -2.796 -6.440 -0.996
H -2.954 -4.971 -2.019
H -2.465 -4.755 -0.481
H -0.831 -6.616 -2.256
H -0.239 -5.806 -0.865
H -0.242 -4.964 -3.284
C -2.913 1.371 0.383
C -3.766 1.829 1.563
O -2.829 2.525 2.434
H -2.200 2.170 0.047
H -3.592 1.093 -0.389
H -2.357 0.436 0.532
H -4.303 0.949 1.969
H -4.582 2.567 1.268
H -3.073 3.394 2.785
C -4.243 -0.403 7.186
C -3.963 -0.158 5.732
O -5.053 -0.799 5.006
H -3.592 0.055 7.899
H -4.033 -1.473 7.373
H -5.263 -0.141 7.475
H -3.048 -0.583 5.394
H -3.989 0.899 5.520
H -5.093 -0.463 4.102
C 1.720 3.403 5.497
C 2.150 3.977 4.174
O 2.328 3.000 3.080
H 2.549 3.040 6.195
H 1.004 2.548 5.295
H 1.152 4.179 6.010
H 3.019 4.624 4.336
H 1.403 4.663 3.837
H 3.248 2.757 3.091
C -3.987 0.545 -6.240
C -3.712 -0.952 -6.072
O -2.360 -1.173 -6.321
H -4.933 1.006 -6.043
H -3.696 0.894 -7.245
H -3.318 1.052 -5.527
H -4.230 -1.537 -6.840
H -4.082 -1.344 -5.080
H -1.879 -0.695 -5.663
C 0.218 5.086 1.360
C -1.135 5.479 0.743
O -1.670 6.600 1.424
H 0.915 4.489 0.719
H 0.012 4.487 2.229
H 0.850 6.037 1.575
H -1.851 4.726 0.858
H -0.978 5.675 -0.360
H -0.973 7.232 1.597
C 1.623 -1.476 5.840
C 2.331 -0.995 4.554
O 2.002 -1.852 3.439
H 2.093 -2.382 6.126
H 0.583 -1.717 5.658
H 1.786 -0.841 6.677
H 3.412 -0.917 4.672
H 1.985 0.025 4.269
H 1.068 -1.606 3.297
C -5.436 -2.603 -0.211
C -5.322 -1.386 0.713
O -6.144 -1.585 1.891
H -4.999 -2.261 -1.171
H -6.459 -2.814 -0.377
H -4.884 -3.454 0.103
H -5.668 -0.444 0.226
H -4.317 -1.345 1.063
H -5.697 -2.186 2.516
C -1.713 5.420 5.669
C -2.117 4.501 4.519
O -3.107 5.026 3.628
H -1.112 6.294 5.257
H -1.107 4.898 6.423
H -2.543 5.905 6.260
H -2.696 3.598 4.955
H -1.244 4.188 3.944
H -2.642 5.461 2.907
C 0.711 1.015 1.261
C 0.626 -0.326 0.613
O 1.925 -0.597 -0.050
H -0.085 0.986 2.038
H 0.557 1.834 0.618
H 1.700 1.086 1.761
H -0.061 -0.369 -0.233
H 0.354 -1.212 1.202
H 1.889 -1.477 -0.551
C -2.171 -2.544 1.601
C -1.992 -1.391 2.606
O -1.106 -1.749 3.673
H -1.174 -2.878 1.343
H -2.696 -2.113 0.691
H -2.800 -3.375 2.089
H -2.995 -1.119 3.066
H -1.542 -0.558 2.095
H -1.183 -2.683 3.854
C 0.779 -6.522 4.407
C 0.414 -5.133 4.696
O -0.805 -4.719 4.028
H 0.035 -7.188 4.950
H 1.737 -6.872 4.862
H 0.890 -6.702 3.348
H 1.162 -4.382 4.418
H 0.268 -5.098 5.738
H -1.630 -5.072 4.377
O 4.326 -0.953 1.715
H 3.430 -0.831 1.322
H 4.159 -1.269 2.649
O 4.172 3.188 -5.499
H 4.852 2.755 -4.996
H 4.319 4.160 -5.193
O 2.859 -3.730 1.261
H 3.779 -4.089 1.133
H 2.955 -3.297 2.111
O 1.881 -3.135 -1.092
H 1.950 -3.467 -0.206
H 1.176 -3.616 -1.528
O 1.484 1.952 -4.277
H 1.892 1.746 -3.408
H 2.224 2.196 -4.861
O -4.578 -3.487 4.628
H -5.039 -2.672 4.822
H -5.098 -4.148 5.092
O 5.208 2.011 2.590
H 6.094 1.741 2.846
H 4.802 1.282 2.096
*
```



# 3
This record from the OMol25 dataset describes C38H16Cl5N8Pb as an isolated structure at a distorted geometry. The level of theory is ωB97M-V/def2-TZVPD.

Structure (ORCA input):
```
! RIJCOSX wB97M-V def2-TZVPD def2/J DEFGRID3
* xyz -1 1
Pb -1.381 -0.068 -0.940
C -4.056 5.154 2.400
C -2.874 5.856 2.126
C -1.795 5.246 1.527
C -1.899 3.898 1.183
C -0.993 2.938 0.640
N 0.281 3.194 0.306
C 1.407 2.610 0.369
C 2.334 2.706 -0.798
C 2.836 3.716 -1.584
C 3.544 3.348 -2.730
C 3.698 2.028 -3.108
C 3.126 1.001 -2.356
C 2.452 1.363 -1.220
C 1.713 0.700 -0.158
N 0.583 0.093 0.083
C 0.803 0.454 1.555
N 0.944 -0.949 1.944
C -0.190 -1.218 2.529
N -0.953 -2.355 2.522
C -2.103 -2.005 1.993
N -2.203 -0.840 1.295
C -3.473 -0.368 1.384
N -3.817 0.886 1.231
C -2.910 1.856 1.007
N -1.651 1.749 0.488
C -3.110 3.200 1.436
C -4.183 3.828 2.060
C -4.320 -1.446 1.905
C -5.683 -1.575 2.101
C -6.166 -2.778 2.593
C -5.304 -3.821 2.909
C -3.933 -3.697 2.745
C -3.448 -2.511 2.237
C -0.786 -0.006 3.143
C -1.687 0.176 4.175
C -1.879 1.468 4.638
C -1.132 2.524 4.136
C -0.210 2.330 3.115
C -0.114 1.066 2.568
N 1.891 1.356 1.077
H -4.872 5.664 2.897
H -2.816 6.902 2.400
H -0.887 5.790 1.320
H 2.700 4.754 -1.327
H 3.973 4.122 -3.347
H 4.252 1.787 -4.005
H 3.196 -0.035 -2.649
H -5.080 3.260 2.257
H -6.350 -0.757 1.875
H -7.229 -2.908 2.739
H -5.713 -4.739 3.306
H -3.253 -4.502 2.982
H -2.208 -0.664 4.612
H -2.605 1.652 5.417
H -1.270 3.517 4.539
H 0.408 3.149 2.779
Cl 0.082 -1.756 -3.151
C 0.334 -0.136 -3.720
C -0.193 0.894 -2.946
C 0.075 2.171 -3.429
Cl -0.504 3.542 -2.554
C 0.821 2.411 -4.582
Cl 1.161 4.020 -5.091
C 1.322 1.342 -5.316
Cl 2.269 1.632 -6.722
C 1.072 0.043 -4.885
Cl 1.704 -1.296 -5.766
*
```



For the records above, the corresponding LUMO level values read 0.1, 0.3, 2.0 eV.
For the records above, the corresponding E_tot values read -3175.1752, -3480.6324, -4389.4837 a.u..
For the records above, the corresponding gap between HOMO and LUMO values read 8.679, 10.200, 5.248 eV.